DFT (ωB97M-V/def2-TZVPD) results for a molecular structure, C17H15AsF6LiN4OS2.

Structure (XYZ):
```
47
Properties=species:S:1:pos:R:3:forces:R:3:lowdin_charge:R:1
Li -0.795 0.718 -0.084 0.43 -0.26 -0.20 0.498
O 2.365 3.476 0.280 -0.02 0.03 -0.04 -0.070
C 1.594 2.550 -0.076 0.02 -0.16 0.02 -0.546
N 0.378 2.269 0.317 -0.08 0.30 0.23 -0.038
C -0.152 3.109 1.350 -0.03 -0.02 0.09 -0.206
C -1.217 2.381 2.139 0.01 0.04 0.06 -0.270
C -2.067 3.086 2.996 0.04 -0.03 -0.01 -0.041
C -3.022 2.404 3.718 -0.01 -0.01 0.00 -0.087
C -3.117 1.024 3.573 0.04 0.00 0.01 -0.086
C -2.249 0.407 2.695 0.00 -0.08 -0.02 -0.136
N -1.317 1.059 1.998 -0.13 0.12 -0.10 0.073
C 2.109 1.537 -1.087 0.02 0.08 -0.04 -0.191
C 3.293 1.774 -1.779 -0.02 -0.07 0.06 -0.028
C 3.742 0.815 -2.670 0.02 0.01 0.00 -0.100
C 3.002 -0.348 -2.838 -0.01 -0.01 -0.01 -0.085
C 1.827 -0.492 -2.112 0.02 -0.01 -0.03 -0.149
N 1.390 0.429 -1.262 -0.06 0.01 -0.05 0.094
H 0.630 3.436 2.054 0.01 0.01 -0.02 0.117
H -0.606 4.030 0.958 0.01 -0.02 -0.03 0.116
H -1.983 4.164 3.047 -0.01 0.01 0.02 0.110
H -3.704 2.938 4.369 0.00 0.00 0.00 0.094
H -3.864 0.444 4.098 -0.01 0.01 0.01 0.089
H -2.299 -0.662 2.515 -0.03 0.00 -0.02 0.102
H 3.821 2.696 -1.582 0.01 0.01 0.00 0.100
H 4.660 0.968 -3.227 0.00 -0.01 0.00 0.088
H 3.321 -1.131 -3.515 0.00 0.00 0.00 0.088
H 1.196 -1.370 -2.208 0.02 -0.01 0.01 0.056
S -0.006 -2.551 0.624 -0.14 0.20 -0.24 0.348
C 0.970 -3.779 -0.133 0.11 -0.07 0.00 -0.696
N 1.993 -4.246 0.699 -0.07 -0.13 0.07 -0.023
C 2.675 -5.425 0.388 0.03 0.02 -0.10 -0.156
C 2.561 -5.952 -0.867 0.05 0.01 0.13 -0.167
C 1.694 -5.372 -1.803 -0.05 0.00 -0.10 -0.137
C 0.849 -4.301 -1.383 0.01 0.05 0.05 -0.162
H 1.978 -3.932 1.654 -0.01 0.03 0.00 0.101
H 3.323 -5.820 1.156 0.01 0.00 -0.01 0.084
H 3.146 -6.831 -1.111 0.00 0.00 -0.02 0.080
H 1.610 -5.777 -2.802 -0.01 0.00 0.01 0.068
H 0.075 -3.884 -2.014 0.00 -0.02 -0.03 0.045
F -2.425 1.482 -0.790 -0.46 0.28 -0.17 -0.331
As -3.803 2.573 -1.039 0.30 -0.20 0.08 0.730
F -3.026 3.750 -0.020 -0.07 -0.03 -0.03 -0.249
F -3.010 3.249 -2.425 -0.02 -0.01 0.04 -0.259
F -5.153 3.652 -1.264 0.01 -0.03 0.00 -0.278
F -4.555 1.384 -2.052 0.01 0.04 0.03 -0.259
F -4.577 1.877 0.353 0.04 0.05 -0.01 -0.258
S -1.257 -1.806 -0.838 0.03 -0.13 0.37 -0.075
```
Positions in Å, forces in eV/Å.

The charge is -2. For the energy relative to the best compared isomer or geometry (same formula, charge and spin), the calculation gives 0.000 eV. The LUMO energy (alpha / beta) is 4.6 / 4.6 eV. As for the spin multiplicity: 2. For the HOMO-LUMO gap (alpha / beta), the calculation gives 5.08 / 6.01 eV. The calculation puts the total energy at -4590.25633 Ha.

=====

DFT (ωB97M-V/def2-TZVPD) results for a molecular structure, C17H15AuBrFN3O3 at a distorted geometry.

Structure (XYZ):
```
41
Properties=species:S:1:pos:R:3:forces:R:3:lowdin_charge:R:1
Au -4.546 -1.124 -0.853 -0.12 -0.61 0.08 0.775
F -4.901 -3.079 -0.604 0.06 0.47 -0.05 -0.728
C 3.202 0.622 -1.787 -0.33 1.39 0.07 -0.024
N 2.007 0.539 -0.923 0.61 1.05 -0.45 -0.100
N 1.386 -0.676 -1.077 -0.59 -1.10 0.14 0.008
C -0.006 -0.520 -1.269 0.14 1.05 0.18 -0.420
O -0.808 -1.415 -1.354 -0.11 -0.04 0.03 0.064
C -0.183 0.945 -1.283 0.17 -0.41 -0.28 0.083
C 1.027 1.526 -1.151 -0.40 -1.31 -0.02 -0.277
C 1.461 2.925 -1.224 -0.28 0.83 0.90 -0.027
C 1.899 -1.793 -0.394 0.26 -0.95 -0.17 -0.192
C 1.407 -3.063 -0.782 0.62 0.24 0.88 0.003
C 1.842 -4.206 -0.125 0.62 0.52 -0.16 -0.072
C 2.845 -4.116 0.846 0.02 -0.71 0.27 -0.117
C 3.349 -2.885 1.196 0.28 1.18 0.04 -0.103
C 2.890 -1.701 0.586 -0.59 -1.12 -0.10 -0.037
H 3.817 -0.217 -1.542 0.56 -0.36 0.07 0.067
H 3.713 1.584 -1.536 -0.17 -0.96 -0.26 0.093
H 2.956 0.607 -2.872 -0.02 -0.04 0.58 0.106
H -1.165 1.362 -1.416 -0.02 0.33 -0.01 0.118
H 0.596 3.579 -1.394 0.32 -0.16 0.00 0.096
H 2.209 3.091 -1.987 0.06 0.06 -0.33 0.068
H 1.924 3.199 -0.257 -0.19 0.02 -0.38 0.101
H 0.683 -3.110 -1.560 -0.39 -0.10 -0.35 0.101
H 1.487 -5.175 -0.432 -0.21 -0.11 -0.01 0.099
H 3.248 -5.016 1.339 -0.36 0.47 -0.33 0.103
H 4.125 -2.773 1.962 -0.31 -0.24 -0.27 0.101
H 3.243 -0.751 0.916 0.22 0.52 0.07 0.096
Br -0.332 -0.238 2.519 -0.23 0.08 -0.02 0.736
C -1.824 0.913 2.251 -0.64 0.29 -0.46 -0.650
C -2.075 1.957 3.128 0.41 0.01 0.52 -0.228
N -3.038 2.853 2.967 -0.98 -0.54 -0.67 0.059
C -3.850 2.701 1.884 1.11 0.34 1.07 -0.071
C -3.644 1.737 0.915 0.04 -0.63 0.46 -0.127
C -2.646 0.782 1.139 0.57 0.32 0.28 -0.078
C -4.439 1.798 -0.378 0.20 1.44 0.55 -0.641
O -5.061 2.858 -0.550 0.24 -1.34 -0.39 0.010
O -4.208 0.855 -1.204 -0.51 0.05 -0.67 -0.259
H -1.479 2.043 4.033 0.11 0.14 -0.11 0.091
H -4.665 3.404 1.818 0.01 0.09 -0.28 0.111
H -2.448 -0.024 0.455 -0.15 -0.13 -0.39 0.060
```
Positions in Å, forces in eV/Å.

The charge is -1. For the energy relative to the best compared isomer or geometry (same formula, charge and spin), the calculation gives 0.000 eV. The LUMO energy is 2.3 eV. For the HOMO-LUMO gap, the calculation gives 7.94 eV. The calculation puts the total energy at -3856.44483 Ha.

=====

DFT (ωB97M-V/def2-TZVPD) results for a molecular structure, C17H15BaCl2N3O6S2.

Structure (XYZ):
```
46
Properties=species:S:1:pos:R:3:forces:R:3:lowdin_charge:R:1
Ba 0.677 -0.339 0.239 -0.01 0.00 -0.05 1.700
O 2.831 0.000 7.682 -0.02 -0.03 -0.01 -0.059
C 1.696 0.329 7.293 0.03 0.09 0.00 -0.702
O 0.725 0.774 7.943 -0.01 -0.03 -0.01 -0.079
C 1.444 0.180 5.768 -0.01 -0.03 0.02 -0.103
C 0.210 0.518 5.224 0.00 0.00 0.01 -0.019
C 0.009 0.378 3.864 0.01 0.01 0.00 -0.150
N 0.949 -0.074 3.028 -0.01 0.01 0.01 -0.041
C 2.143 -0.404 3.542 -0.01 0.01 0.02 -0.196
C 2.421 -0.288 4.898 0.00 0.00 0.00 0.050
C 3.206 -0.914 2.558 -0.01 0.06 0.04 -0.661
O 4.319 -1.181 2.998 -0.01 -0.04 -0.03 0.010
O 2.814 -1.002 1.343 0.06 -0.02 -0.06 -0.353
H -0.564 0.884 5.885 0.00 0.00 0.00 0.103
H -0.943 0.635 3.408 0.00 0.00 0.00 0.090
H 3.396 -0.561 5.273 0.00 0.00 0.00 0.119
Cl -0.058 0.032 -3.136 -0.05 0.00 0.02 0.633
C -0.766 1.613 -3.322 0.04 0.01 -0.01 -0.676
C -1.747 1.729 -4.289 0.00 0.03 -0.01 -0.152
C -2.347 2.957 -4.528 0.02 0.00 0.01 -0.131
C -1.941 4.051 -3.781 0.01 -0.03 -0.01 -0.160
C -0.960 3.906 -2.815 -0.02 0.02 0.02 -0.698
Cl -0.513 5.349 -1.939 -0.01 -0.01 0.00 0.619
C -0.313 2.684 -2.515 0.03 -0.02 -0.04 -0.808
S 0.921 2.542 -1.318 -0.07 -0.01 0.02 0.391
H -2.030 0.850 -4.853 0.00 0.00 0.00 0.097
H -3.113 3.059 -5.285 0.00 0.00 0.00 0.092
H -2.379 5.028 -3.939 0.00 0.00 0.00 0.091
C -4.131 2.395 -1.428 0.07 0.10 0.04 -0.052
N -3.220 1.404 -0.894 -0.14 -0.01 -0.03 -0.127
C -3.378 0.046 -1.400 0.14 -0.09 0.04 -0.037
C -2.418 1.639 0.160 0.11 0.06 -0.03 -0.513
C -2.338 3.041 0.710 0.03 0.02 -0.02 0.008
O -1.741 0.741 0.667 -0.06 -0.07 0.04 -0.187
H -4.256 2.218 -2.495 0.00 -0.01 0.01 0.077
H -3.724 3.397 -1.312 -0.03 0.00 0.01 0.078
H -5.113 2.346 -0.944 -0.01 0.00 0.00 0.092
H -3.630 0.098 -2.458 0.00 0.00 -0.01 0.085
H -4.167 -0.493 -0.870 -0.01 0.00 0.00 0.095
H -2.457 -0.521 -1.285 -0.04 0.00 0.01 0.025
H -3.318 3.425 0.997 -0.02 -0.01 0.00 0.084
H -1.900 3.710 -0.031 0.01 0.02 -0.01 0.048
H -1.685 3.014 1.577 -0.01 0.00 0.00 0.089
O -3.215 -3.388 -0.978 -0.01 -0.01 0.01 -0.644
S -1.926 -3.332 -0.254 -0.07 -0.03 -0.08 0.555
N -0.896 -2.360 -0.626 0.11 0.02 0.08 -0.685
```
Positions in Å, forces in eV/Å.

The charge is -2. For the energy relative to the best compared isomer or geometry (same formula, charge and spin), the calculation gives 0.000 eV. The LUMO energy is 3.8 eV. For the HOMO-LUMO gap, the calculation gives 6.90 eV. The calculation puts the total energy at -3015.05299 Ha.

=====

DFT (ωB97M-V/def2-TZVPD) results for a molecular structure, C17H15BrO3Ti at a distorted geometry.

Structure (XYZ):
```
37
Properties=species:S:1:pos:R:3:forces:R:3:lowdin_charge:R:1
C 0.404 -1.459 -1.725 0.35 -0.27 -0.38 -0.199
C 0.028 -0.227 -2.276 0.34 -0.22 -0.38 -0.216
C 1.024 0.719 -1.932 0.16 -0.09 -0.48 -0.227
H -0.875 -0.018 -2.819 -0.09 0.03 -0.02 0.093
C 2.019 0.058 -1.189 0.14 -0.05 -0.10 -0.154
C 1.627 -1.278 -1.025 0.14 -0.25 -0.42 -0.180
H 2.168 -2.029 -0.477 0.03 -0.10 0.06 0.104
H -0.144 -2.381 -1.805 -0.09 -0.09 0.06 0.105
H 1.000 1.769 -2.154 0.02 -0.01 0.09 0.086
H 2.891 0.515 -0.762 0.04 0.17 0.09 0.107
Ti 0.000 0.000 0.000 -0.21 1.37 -0.06 0.570
Br -1.490 1.985 -0.623 -1.33 0.70 -0.83 0.263
C -1.022 -0.100 2.062 -0.38 -0.48 0.40 -0.192
C -0.014 -1.094 2.008 -0.06 0.08 0.40 -0.172
C -0.382 -2.018 1.019 -0.34 -0.34 0.04 -0.200
H 0.890 -1.104 2.588 0.15 -0.06 0.11 0.106
C -1.610 -1.591 0.448 -0.15 -0.43 0.41 -0.180
C -2.014 -0.429 1.121 -0.16 -0.18 0.49 -0.231
H -2.892 0.148 0.908 -0.02 0.08 -0.05 0.070
H -1.006 0.780 2.675 -0.08 0.12 -0.03 0.101
H 0.176 -2.892 0.736 0.08 -0.05 -0.08 0.106
H -2.146 -2.073 -0.350 -0.03 -0.04 -0.08 0.109
O 0.668 2.752 3.697 -0.55 0.25 1.68 0.054
C 1.058 3.875 3.060 0.65 -0.26 -1.36 -0.249
C 1.058 5.061 3.809 0.07 0.10 -0.16 -0.029
C 1.490 6.261 3.246 -0.07 -0.55 -0.18 -0.107
C 1.936 6.290 1.930 -0.06 -0.35 -0.05 -0.111
C 1.939 5.123 1.165 -0.29 0.02 0.71 -0.016
C 1.489 3.895 1.702 0.03 0.59 0.61 -0.051
C 1.445 2.711 0.790 -0.22 -1.77 -4.66 -0.479
O 2.059 2.797 -0.361 -1.37 0.17 4.24 -0.071
O 0.619 1.705 1.049 3.17 2.01 1.22 -0.299
H 0.793 1.864 3.349 0.27 0.58 -1.33 0.093
H 0.728 5.049 4.840 -0.03 -0.20 -0.03 0.105
H 1.484 7.169 3.837 -0.03 -0.03 0.06 0.091
H 2.272 7.222 1.494 0.01 0.00 -0.04 0.088
H 2.272 5.192 0.137 -0.09 -0.43 0.05 0.110
```
Positions in Å, forces in eV/Å.

The charge is -1. For the energy relative to the best compared isomer or geometry (same formula, charge and spin), the calculation gives 0.658 eV. The LUMO energy (alpha / beta) is 2.7 / 2.7 eV. As for the spin multiplicity: 2. For the HOMO-LUMO gap (alpha / beta), the calculation gives 6.47 / 7.24 eV. The calculation puts the total energy at -4306.17772 Ha.

=====

DFT (ωB97M-V/def2-TZVPD) results for 7 unconnected molecules or ions with the total composition C17H15Cl16NO2 at a distorted geometry.

Structure (XYZ):
```
51
Properties=species:S:1:pos:R:3:forces:R:3:lowdin_charge:R:1
C -1.225 -4.832 7.125 -0.69 0.04 1.14 -1.937
Cl -2.957 -5.327 6.716 1.68 0.34 -0.10 0.460
Cl -0.416 -3.845 5.923 -0.51 -0.29 -0.17 0.532
Cl -1.390 -3.807 8.637 0.24 -0.74 -0.75 0.447
Cl -0.214 -6.278 7.459 -0.73 0.66 -0.12 0.498
C -3.316 3.706 8.260 0.48 0.10 1.27 -2.048
Cl -4.548 3.513 7.066 -0.63 0.18 -0.13 0.556
Cl -3.811 3.083 9.883 -0.09 -0.27 -0.68 0.478
Cl -1.902 2.809 7.701 0.18 0.21 0.19 0.516
Cl -2.936 5.419 8.596 0.06 -0.21 -0.65 0.498
C -6.196 9.486 0.460 -0.13 0.57 -0.24 -1.923
Cl -7.865 9.484 -0.255 0.81 0.19 0.93 0.476
Cl -6.121 9.038 2.197 -0.36 0.04 -1.02 0.497
Cl -5.297 8.299 -0.529 0.11 0.71 0.56 0.495
Cl -5.520 11.202 0.360 -0.42 -1.51 -0.23 0.455
C 3.191 8.713 0.653 -0.17 -0.40 -1.28 -2.109
Cl 4.670 8.872 -0.371 -0.54 -0.13 0.59 0.502
Cl 2.141 10.071 0.378 -0.24 0.81 -0.24 0.536
Cl 2.287 7.259 0.201 0.05 -0.42 -0.52 0.498
Cl 3.518 8.565 2.314 0.89 0.13 1.45 0.573
C -1.983 1.500 0.791 0.49 0.95 -0.41 0.032
N -2.241 0.062 0.544 -0.44 -2.40 -0.26 -0.427
O -1.286 -0.704 0.429 -0.28 1.29 0.27 0.053
O -3.396 -0.351 0.417 0.93 1.42 0.36 0.048
H -2.425 1.901 1.703 -0.35 -0.60 -0.12 0.100
H -2.366 2.042 -0.074 -0.28 -0.12 0.12 0.100
H -0.913 1.705 0.823 -0.07 -0.55 0.04 0.094
C 6.256 -1.541 -3.371 -1.01 2.61 0.68 -0.076
C 7.484 -1.043 -2.933 0.34 -0.25 -0.28 -0.107
C 7.704 0.269 -2.483 0.28 -0.70 -0.22 -0.082
C 6.646 1.156 -2.462 1.03 0.51 0.97 -0.130
C 5.431 0.708 -2.782 -2.73 -2.01 -2.08 -0.125
C 5.187 -0.596 -3.304 1.06 -0.21 0.58 -0.060
H 6.191 -2.568 -3.698 -0.31 0.10 -0.14 0.095
H 8.284 -1.760 -3.044 0.52 0.24 0.39 0.093
H 8.682 0.580 -2.147 0.15 -0.09 -0.12 0.098
H 6.623 2.185 -2.136 0.97 0.10 0.15 0.106
H 4.613 1.414 -2.784 -0.26 -0.07 0.11 0.098
H 4.177 -0.827 -3.608 -0.02 -0.22 -0.04 0.089
C -1.621 -7.874 -3.111 0.44 0.17 -1.53 -0.067
C -2.281 -6.662 -3.298 0.62 -0.97 2.19 -0.108
C -2.732 -6.264 -4.518 -1.30 0.97 -0.07 -0.120
C -2.571 -7.054 -5.611 1.50 -1.11 -1.35 -0.090
C -1.810 -8.228 -5.489 -0.56 1.29 -1.01 -0.107
C -1.322 -8.595 -4.280 -0.54 -1.29 1.54 -0.113
H -1.272 -8.260 -2.164 -0.16 0.26 0.17 0.099
H -2.489 -6.069 -2.420 -0.06 0.23 0.01 0.102
H -3.337 -5.370 -4.526 0.10 0.24 -0.38 0.106
H -2.815 -6.800 -6.632 -0.60 0.41 0.14 0.101
H -1.577 -8.787 -6.384 -0.09 -0.23 0.02 0.100
H -0.936 -9.602 -4.223 0.65 0.04 0.27 0.098
```
Positions in Å, forces in eV/Å.

The charge is 0. For the energy relative to the best compared isomer or geometry (same formula, charge and spin), the calculation gives 0.508 eV. The SMILES is C[N+](=O)[O-].ClC(Cl)(Cl)Cl.ClC(Cl)(Cl)Cl.ClC(Cl)(Cl)Cl.ClC(Cl)(Cl)Cl.c1ccccc1.c1ccccc1. The LUMO energy is -0.3 eV. For the HOMO-LUMO gap, the calculation gives 8.89 eV. The calculation puts the total energy at -8224.86814 Ha.

=====

DFT (ωB97M-V/def2-TZVPD) results for a single C17H15Cl2N2O7P molecule at a distorted geometry.

Structure (XYZ):
```
44
Properties=species:S:1:pos:R:3:forces:R:3:lowdin_charge:R:1
C 6.097 1.113 0.367 -0.60 0.05 0.10 -0.101
C 4.624 1.609 0.152 0.63 -1.21 0.25 -0.231
C 3.680 0.559 0.781 -0.03 0.06 -0.59 -0.605
Cl 3.815 0.507 2.590 -0.10 0.09 -0.46 0.655
C 2.231 0.653 0.323 0.86 -0.92 -0.14 -0.087
C 1.336 1.522 0.759 -0.31 0.21 0.13 -0.184
O 1.649 2.466 1.705 -0.90 -1.02 0.03 -0.052
N 1.488 3.828 1.225 0.81 1.00 -0.56 0.066
O 2.202 4.029 0.334 -0.68 0.12 0.15 0.114
C -0.089 1.445 0.229 0.20 -0.70 0.01 -0.250
O -0.760 2.414 0.012 0.24 0.24 0.07 0.116
C -0.571 0.015 -0.044 0.26 0.20 0.13 -0.013
C 0.380 -0.890 -0.519 1.24 0.87 -0.12 -0.011
C 0.096 -2.220 -0.780 -0.65 0.13 0.07 -0.252
O 0.991 -3.101 -1.204 0.34 -0.30 0.12 0.110
C -1.220 -2.640 -0.535 -0.56 -0.91 -0.05 -0.161
P -1.668 -4.416 -0.802 1.37 -0.73 -0.71 0.765
O -0.858 -5.096 -1.837 -0.14 0.16 -0.14 -0.431
C -2.159 -1.735 -0.071 -0.11 0.24 0.49 -0.197
N -3.505 -2.216 0.197 0.20 0.47 -1.56 0.164
C -4.164 -2.339 -0.840 -1.68 -1.45 -0.36 -0.298
O -4.877 -2.637 -1.727 1.30 0.98 1.38 0.196
C -1.879 -0.391 0.192 0.09 0.71 0.26 -0.125
C -2.978 0.523 0.714 -0.17 -0.46 -0.55 -0.606
Cl -2.500 1.423 2.210 -0.17 -0.24 -0.24 0.681
C -3.597 1.447 -0.355 -0.98 0.34 0.60 -0.239
C -5.065 1.807 0.068 0.50 0.64 -0.45 -0.096
C 1.791 -0.370 -0.713 -0.95 0.77 0.84 -0.249
O 2.512 -0.703 -1.622 0.34 -0.50 0.15 0.141
H 6.536 0.760 -0.575 0.00 0.39 0.21 0.074
H 6.699 1.898 0.833 0.10 -0.28 -0.24 0.072
H 6.090 0.235 1.030 0.14 0.39 -0.01 0.052
H 4.449 2.600 0.577 -0.06 -0.15 -0.22 0.096
H 4.429 1.578 -0.929 -0.21 0.38 0.31 0.118
H 4.057 -0.419 0.456 -0.19 0.24 0.11 0.101
H 1.876 -2.710 -1.250 -0.12 0.15 -0.28 0.118
H -3.036 -4.530 -1.143 0.06 0.37 0.66 0.021
H -1.410 -5.041 0.449 -0.70 0.48 0.05 0.032
H -3.785 -0.143 1.042 0.32 0.26 0.08 0.082
H -3.591 0.949 -1.335 0.07 -0.03 0.31 0.117
H -3.062 2.393 -0.465 0.29 -0.49 0.06 0.090
H -5.296 1.475 1.088 -0.04 -0.11 -0.34 0.065
H -5.802 1.448 -0.661 0.12 -0.14 0.38 0.069
H -5.154 2.904 0.077 -0.13 -0.32 0.05 0.071
```
Positions in Å, forces in eV/Å.

The charge is 0. The SMILES is CC[C@@H](Cl)C1=C(ON=O)C(=O)c2c(c(O)c([PH2]=O)c(N=C=O)c2[C@@H](Cl)CC)C1=O. The LUMO energy is -1.5 eV. For the HOMO-LUMO gap, the calculation gives 8.20 eV. The calculation puts the total energy at -2554.61634 Ha.